# 1
{"formula": "C30H80FN10O5P3Si", "method": "ωB97M-V with the def2-TZVPD basis set", "species": ["C", "O", "C", "C", "C", "C", "C", "C", "C", "C", "C", "Si", "N", "C", "C", "O", "F", "H", "H", "H", "H", "H", "H", "H", "H", "H", "H", "H", "H", "H", "H", "H", "H", "H", "H", "H", "H", "H", "H", "H", "H", "H", "H", "C", "N", "C", "P", "O", "N", "C", "C", "N", "C", "C", "H", "H", "H", "H", "H", "H", "H", "H", "H", "H", "H", "H", "H", "H", "H", "H", "H", "H", "C", "N", "C", "P", "O", "N", "C", "C", "N", "C", "C", "H", "H", "H", "H", "H", "H", "H", "H", "H", "H", "H", "H", "H", "H", "H", "H", "H", "H", "C", "N", "C", "P", "O", "N", "C", "C", "N", "C", "C", "H", "H", "H", "H", "H", "H", "H", "H", "H", "H", "H", "H", "H", "H", "H", "H", "H", "H"], "coordinates": [[1.3403, -1.2213, -1.3475], [1.8736, -0.2900, -2.2605], [1.1686, -0.1996, -3.4777], [0.9878, 1.2871, -3.8009], [-0.1263, 1.8132, -2.8835], [-0.0977, 3.3243, -2.6707], [-1.3756, 3.8863, -2.0072], [-2.0371, 2.9247, -0.9976], [-3.1531, 2.0614, -1.6596], [-2.9806, 0.5640, -1.3637], [-3.3876, -0.3849, -2.5062], [-5.0028, 0.0075, -3.3881], [-4.9113, -0.7678, -4.9822], [-6.5727, -0.6804, -2.5622], [-6.5705, -0.8463, -1.0708], [-7.5352, -0.5706, -0.3882], [-5.4829, -1.3561, -0.4478], [0.2586, -1.3535, -1.4162], [1.8354, -2.1946, -1.4044], [1.5533, -0.8393, -0.3482], [0.1542, -0.6037, -3.3960], [1.6589, -0.7245, -4.3027], [1.8880, 1.8575, -3.5827], [0.6615, 1.3711, -4.8367], [-0.0695, 1.3162, -1.9181], [-1.0779, 1.5280, -3.3401], [0.0920, 3.7795, -3.6441], [0.7370, 3.6091, -2.0284], [-2.0654, 4.1474, -2.8126], [-1.1271, 4.8240, -1.5148], [-1.2969, 2.3028, -0.5012], [-2.4702, 3.5726, -0.2384], [-4.0821, 2.3849, -1.1912], [-3.1340, 2.2975, -2.7173], [-3.4524, 0.2723, -0.4281], [-1.9147, 0.4062, -1.1923], [-3.4260, -1.4151, -2.1474], [-2.6155, -0.3734, -3.2810], [-5.1680, 1.4554, -3.6200], [-3.9247, -0.8384, -5.2091], [-5.3248, -0.1683, -5.6857], [-6.8947, -1.5994, -3.0468], [-7.3666, 0.0360, -2.7541], [0.7001, -7.0821, -3.2299], [1.8378, -6.3074, -2.7837], [2.5996, -5.8432, -3.9400], [2.8152, -6.6902, -1.4182], [3.2167, -5.2775, -1.0373], [1.8326, -6.9212, 0.0135], [0.4986, -6.3424, 0.0565], [2.5518, -6.5897, 1.2397], [2.7583, -8.4516, -1.7129], [2.0868, -9.3897, -0.8220], [4.1072, -8.9777, -2.0216], [0.9883, -7.9879, -3.7819], [0.0853, -6.4679, -3.8918], [0.0543, -7.3844, -2.4094], [3.0971, -6.6765, -4.4590], [3.3651, -5.1289, -3.6348], [1.9487, -5.3323, -4.6513], [0.4702, -5.3081, -0.3095], [0.1163, -6.3537, 1.0786], [-0.2116, -6.9396, -0.5193], [2.5891, -5.5107, 1.4219], [3.5813, -6.9553, 1.1950], [2.0742, -7.0745, 2.0953], [2.5204, -9.4233, 0.1801], [2.1622, -10.3915, -1.2573], [1.0259, -9.1694, -0.7436], [4.7530, -8.9893, -1.1375], [4.5882, -8.3542, -2.7825], [4.0483, -9.9886, -2.4263], [-3.2534, 0.6441, 6.1449], [-2.9481, 1.2004, 4.8452], [-4.0066, 2.1231, 4.4451], [-2.2653, 0.3193, 3.5320], [-1.5723, 1.4680, 2.8331], [-0.8072, -0.5078, 4.0243], [-0.0929, -0.0422, 5.2031], [0.1291, -0.6831, 2.9174], [-3.2415, -1.1328, 3.8829], [-2.6483, -2.3836, 4.3398], [-4.1927, -1.4573, 2.7939], [-4.1821, 0.0559, 6.1515], [-3.3664, 1.4570, 6.8660], [-2.4559, 0.0103, 6.5246], [-4.9485, 1.5936, 4.2362], [-3.7199, 2.6710, 3.5469], [-4.1910, 2.8616, 5.2271], [0.0131, 1.0494, 5.2340], [0.9044, -0.4838, 5.2373], [-0.5828, -0.3748, 6.1205], [0.6991, 0.2281, 2.7056], [-0.4014, -0.9638, 2.0029], [0.8295, -1.4910, 3.1447], [-1.9698, -2.8343, 3.6111], [-3.4558, -3.0960, 4.5358], [-2.1221, -2.2510, 5.2813], [-3.6849, -1.8461, 1.9054], [-4.7552, -0.5665, 2.4969], [-4.9201, -2.1942, 3.1347], [2.6944, 8.2411, 1.9424], [1.9970, 7.3597, 1.0322], [0.6132, 7.1941, 1.4694], [2.6712, 5.9467, 0.3259], [1.8305, 5.8566, -0.9237], [4.1841, 6.3255, -0.4571], [4.4571, 7.7018, -0.8436], [4.4642, 5.4328, -1.5782], [3.5053, 5.4257, 1.8067], [4.9566, 5.3868, 1.9284], [2.9487, 4.1447, 2.3010], [2.7496, 7.8427, 2.9655], [2.1732, 9.2003, 1.9838], [3.7078, 8.4602, 1.6159], [0.5502, 6.6252, 2.4090], [0.0317, 6.6647, 0.7141], [0.1376, 8.1647, 1.6198], [3.6012, 8.1861, -1.3298], [5.3053, 7.7385, -1.5290], [4.7603, 8.3023, 0.0162], [3.9102, 5.7116, -2.4807], [4.1968, 4.4025, -1.3286], [5.5334, 5.4427, -1.8048], [5.4319, 4.6875, 1.2360], [5.2084, 5.0777, 2.9476], [5.3910, 6.3735, 1.7917], [3.2295, 3.3030, 1.6594], [1.8554, 4.1958, 2.3302], [3.2868, 3.9396, 3.3172]], "charge": 0, "total_energy_ev": -96003.5767, "smiles": "COCCCCCCCCC[Si@@H](N)CC(=O)F.CN(C)P(=O)(N(C)C)N(C)C.CN(C)P(=O)(N(C)C)N(C)C.CN(C)P(=O)(N(C)C)N(C)C", "max_force_ev_per_a": 7.0}

=====

# 2
{"formula": "C30H80N6O11", "method": "ωB97M-V with the def2-TZVPD basis set", "species": ["N", "H", "H", "H", "H", "O", "H", "C", "O", "C", "C", "N", "C", "C", "O", "C", "H", "H", "H", "H", "H", "H", "H", "H", "H", "H", "H", "H", "H", "H", "H", "C", "O", "C", "C", "N", "C", "C", "O", "C", "H", "H", "H", "H", "H", "H", "H", "H", "H", "H", "H", "H", "H", "H", "H", "C", "O", "C", "C", "N", "C", "C", "O", "C", "H", "H", "H", "H", "H", "H", "H", "H", "H", "H", "H", "H", "H", "H", "H", "C", "O", "C", "C", "N", "C", "C", "O", "C", "H", "H", "H", "H", "H", "H", "H", "H", "H", "H", "H", "H", "H", "H", "H", "C", "O", "C", "C", "N", "C", "C", "O", "C", "H", "H", "H", "H", "H", "H", "H", "H", "H", "H", "H", "H", "H", "H", "H"], "coordinates": [[-1.2484, 2.7500, 0.4806], [-0.6814, 2.6420, -0.3654], [-0.7684, 3.4880, 0.8876], [-1.2064, 1.8570, 0.9916], [-2.1624, 3.0460, 0.2246], [-0.5414, 0.2880, -0.8484], [-0.5744, -0.6150, -0.7154], [1.0106, 4.0760, -4.3324], [1.3236, 2.7430, -4.4204], [1.3916, 2.0670, -3.1594], [1.7386, 0.6320, -3.4104], [2.0256, 0.1030, -2.0434], [2.5086, -1.3050, -2.1034], [3.2706, -1.6810, -0.7614], [3.5216, -3.0670, -1.0224], [4.0146, -3.5540, 0.1406], [0.7666, 4.5530, -5.3294], [1.8876, 4.5510, -4.0934], [0.2316, 4.5710, -3.6334], [0.5376, 2.1900, -2.3634], [2.2756, 2.6550, -2.6964], [2.5186, 0.5860, -3.9194], [1.0846, -0.0180, -3.8734], [1.0746, 0.0830, -1.5634], [3.0726, -1.4640, -3.0264], [1.7566, -1.8370, -2.3584], [2.5566, -1.6150, 0.0936], [4.0876, -1.0640, -0.5754], [3.0846, -4.0060, 0.7586], [4.6576, -2.9060, 0.6316], [4.6646, -4.4310, -0.0514], [-3.0874, 6.0390, 4.7766], [-3.4364, 4.9450, 3.9926], [-2.1884, 4.0840, 3.8406], [-2.4874, 3.2040, 2.7456], [-1.2824, 2.3140, 2.4256], [-1.5254, 0.9500, 3.0366], [-0.3534, 0.2110, 2.4916], [-0.3034, -1.2000, 3.0056], [0.7266, -1.9920, 2.3656], [-3.7934, 6.8000, 4.8856], [-2.4014, 6.7530, 4.3116], [-2.8194, 5.8310, 5.9396], [-2.2834, 3.6860, 4.8846], [-1.2294, 4.7930, 3.7066], [-2.6144, 3.8420, 1.7966], [-3.3574, 2.7730, 2.9076], [-0.5804, 2.8110, 2.9596], [-2.2134, 0.6780, 2.6356], [-1.5274, 0.9120, 4.1216], [0.6866, 0.6640, 3.2026], [-0.3004, 0.4350, 1.4956], [0.8486, -2.9030, 3.0756], [1.7846, -1.7470, 2.4476], [0.5766, -2.2100, 1.2336], [2.1346, 1.5690, -0.3374], [1.6976, 2.8860, 0.1016], [2.6606, 3.9260, -0.2244], [3.8346, 4.0760, 0.6646], [4.8756, 4.7390, 0.0926], [6.0496, 4.7220, 0.9966], [7.2326, 5.5240, 0.4176], [8.2876, 5.5090, 1.4146], [9.3056, 6.4320, 1.0176], [2.4546, 1.6140, -1.4174], [1.2366, 0.8580, -0.3144], [2.9286, 1.3250, 0.1296], [2.0346, 4.8750, -0.2524], [2.9916, 4.0690, -1.3104], [4.0596, 3.0680, 0.7526], [3.5256, 4.4770, 1.6976], [4.6766, 5.7440, 0.0406], [6.3596, 3.8020, 1.3266], [5.7256, 5.1350, 1.9996], [7.1886, 6.6030, 0.0756], [7.5436, 4.7520, -0.5934], [9.0726, 7.5660, 1.0976], [9.3726, 6.2490, -0.0604], [10.3666, 6.2000, 1.4096], [-5.2284, 1.5850, 2.0146], [-3.9484, 1.3160, 1.5076], [-3.8414, -0.0850, 0.9276], [-4.1084, -0.0320, -0.5564], [-3.2744, 1.0490, -1.2674], [-3.4354, 0.9320, -2.7374], [-2.2684, 1.8120, -3.4254], [-2.7104, 1.9070, -4.7594], [-1.6674, 2.1910, -5.7344], [-5.3434, 1.0730, 2.8956], [-5.8704, 1.5790, 1.2596], [-5.0814, 2.5360, 2.3036], [-4.6224, -0.8770, 1.3846], [-2.7914, -0.5240, 1.0456], [-5.2604, 0.3470, -0.6014], [-3.7524, -0.9170, -1.0964], [-2.2564, 0.6650, -0.9954], [-4.4614, 1.4930, -2.8664], [-3.1714, -0.0750, -3.1844], [-1.2344, 1.0090, -3.2684], [-1.8974, 2.6400, -2.8284], [-1.1204, 1.3960, -6.0534], [-1.0014, 3.0550, -5.6004], [-2.2574, 2.6600, -6.5774], [-3.2924, -12.9260, -0.6674], [-3.5094, -11.9670, 0.2576], [-2.7124, -10.8480, 0.0526], [-3.1334, -9.4770, 0.6566], [-2.3624, -8.3820, 0.2466], [-2.5594, -7.0900, 0.9646], [-1.7444, -6.0490, 0.4746], [-2.1744, -4.7050, 0.8326], [-1.5184, -3.6340, 0.1946], [-3.9754, -13.9100, -0.3204], [-2.2494, -13.3130, -0.6754], [-3.6374, -12.4700, -1.7014], [-2.7604, -10.5140, -1.0664], [-1.4654, -11.0600, 0.3226], [-2.8474, -9.8170, 1.7036], [-4.2134, -9.1750, 0.6546], [-2.3144, -8.0160, -0.7994], [-2.6384, -7.1300, 1.9306], [-3.5744, -6.7710, 0.6046], [-1.8854, -6.1160, -0.6074], [-0.8504, -6.3220, 0.6766], [-2.1534, -2.7680, 0.4066], [-1.6104, -3.3950, -0.9304], [-0.5414, -3.5870, 0.4566]], "charge": 0, "de_lowest_kcal_mol": 190.9, "max_force_ev_per_a": 18.0}

=====

# 3
{"formula": "C30H81AlBrF6O11P", "method": "ωB97M-V with the def2-TZVPD basis set", "species": ["Al", "O", "H", "P", "F", "F", "F", "F", "F", "F", "Br", "C", "C", "C", "O", "H", "H", "H", "H", "H", "H", "H", "H", "C", "C", "C", "O", "H", "H", "H", "H", "H", "H", "H", "H", "C", "C", "C", "O", "H", "H", "H", "H", "H", "H", "H", "H", "C", "C", "C", "O", "H", "H", "H", "H", "H", "H", "H", "H", "C", "C", "C", "O", "H", "H", "H", "H", "H", "H", "H", "H", "C", "C", "C", "O", "H", "H", "H", "H", "H", "H", "H", "H", "C", "C", "C", "O", "H", "H", "H", "H", "H", "H", "H", "H", "C", "C", "C", "O", "H", "H", "H", "H", "H", "H", "H", "H", "C", "C", "C", "O", "H", "H", "H", "H", "H", "H", "H", "H", "C", "C", "C", "O", "H", "H", "H", "H", "H", "H", "H", "H"], "coordinates": [[0.2574, 0.5678, -0.0116], [-2.3798, 1.8243, 0.0455], [-3.3070, 1.9984, 0.2996], [1.5027, 2.0684, 3.3713], [2.4327, 3.3950, 3.4619], [2.3079, 1.5963, 1.9770], [2.5640, 1.3300, 4.3184], [0.8107, 0.5813, 3.1389], [0.6266, 2.6785, 4.6014], [0.4434, 2.6972, 2.2593], [0.9769, -2.0257, -2.4725], [-4.2694, 0.9196, 3.1002], [-2.7710, 1.2625, 3.4536], [-2.2661, 0.4059, 4.6309], [-1.9396, 0.9067, 2.3920], [-4.9820, 1.3224, 3.8201], [-4.4136, -0.1467, 2.9264], [-4.5857, 1.3489, 2.1496], [-2.6286, 2.3170, 3.6895], [-2.8037, 0.5980, 5.5595], [-1.2203, 0.6719, 4.7849], [-2.2993, -0.6723, 4.4742], [-2.3336, 1.3330, 1.6274], [-1.1900, -6.6387, 0.3475], [-0.7783, -5.7980, -0.8796], [-1.9086, -5.7052, -1.9460], [-0.5777, -4.4849, -0.5236], [-0.5248, -6.6134, 1.2106], [-1.2998, -7.6527, -0.0370], [-2.1399, -6.2553, 0.7201], [0.1487, -6.1345, -1.3439], [-2.1795, -6.6881, -2.3314], [-1.5232, -5.0642, -2.7389], [-2.7612, -5.2109, -1.4804], [-0.1613, -3.9871, -1.2310], [2.8509, -3.3283, 1.8314], [2.9187, -1.7748, 1.9068], [4.2443, -1.1748, 2.3754], [2.6229, -1.2603, 0.6436], [2.6820, -3.7639, 2.8161], [3.7034, -3.6891, 1.2560], [1.9802, -3.7069, 1.2959], [2.1939, -1.4434, 2.6505], [4.9750, -1.4354, 1.6097], [4.5089, -1.5670, 3.3574], [4.2207, -0.0890, 2.4678], [3.1844, -1.6927, -0.0040], [-2.6994, -2.8450, 1.6841], [-1.3340, -2.4367, 2.1526], [-0.6396, -3.5714, 2.9297], [-0.6631, -2.1529, 0.8880], [-3.1718, -1.9495, 1.2801], [-3.2502, -3.1537, 2.5725], [-2.7248, -3.6371, 0.9357], [-1.3178, -1.6014, 2.8526], [0.2952, -3.1311, 3.2768], [-0.5129, -4.4625, 2.3149], [-1.2109, -3.8389, 3.8186], [-0.6169, -2.9906, 0.4214], [-2.6583, 6.1696, 2.0343], [-3.1366, 4.8563, 1.4092], [-4.5382, 4.8927, 0.8165], [-2.2605, 4.4868, 0.4110], [-1.6036, 6.1176, 2.3048], [-3.1585, 6.2518, 2.9992], [-2.8962, 7.0451, 1.4302], [-3.0940, 4.0604, 2.1528], [-4.6363, 5.6774, 0.0664], [-5.3778, 4.9722, 1.5070], [-4.7485, 3.9549, 0.3023], [-2.3973, 3.5455, 0.2809], [4.5212, 2.4388, -2.3171], [4.1747, 1.1551, -1.5722], [5.2912, 0.5769, -0.8042], [3.1332, 1.5630, -0.6253], [5.1895, 3.0108, -1.6736], [3.6038, 3.0005, -2.4934], [5.0958, 2.2077, -3.2141], [3.6626, 0.4247, -2.1986], [5.0586, -0.4683, -0.6001], [5.5771, 1.0380, 0.1412], [6.1906, 0.5056, -1.4159], [3.5811, 2.2015, -0.0655], [1.2037, 5.3158, -1.5465], [1.2193, 4.6219, -0.1889], [1.0915, 5.6461, 0.9557], [0.2242, 3.6289, -0.1745], [2.1900, 5.7795, -1.5310], [0.3692, 6.0164, -1.5174], [1.1449, 4.5995, -2.3660], [2.1636, 4.0777, -0.1729], [0.0197, 5.7876, 1.0951], [1.6134, 6.5942, 0.8257], [1.4292, 5.1849, 1.8838], [-0.6168, 4.0666, -0.0238], [-3.0563, -2.4702, -2.3918], [-3.7119, -1.1346, -2.1235], [-5.1506, -1.2687, -1.7194], [-3.0179, -0.6364, -1.0292], [-2.0715, -2.3832, -2.8507], [-3.6116, -3.1157, -3.0723], [-3.0262, -3.0310, -1.4576], [-3.5931, -0.5072, -3.0069], [-5.7582, -0.3641, -1.7457], [-5.3227, -1.6773, -0.7236], [-5.6605, -1.9638, -2.3864], [-3.1811, 0.2803, -0.7954], [4.3315, -4.9227, -1.6228], [4.8596, -3.4803, -1.9102], [4.7789, -3.1285, -3.3891], [3.9737, -2.6249, -1.2016], [3.2814, -5.0061, -1.9027], [4.3798, -5.1895, -0.5670], [4.8683, -5.6988, -2.1683], [5.8393, -3.4395, -1.4341], [3.7840, -3.2258, -3.8235], [5.4893, -3.6335, -4.0437], [4.9635, -2.0597, -3.4971], [3.1482, -2.6504, -1.6911], [-1.1497, 3.4149, -3.6063], [-0.9690, 1.9483, -3.3729], [-1.0183, 1.1504, -4.6482], [0.3050, 1.7475, -2.7017], [-1.1584, 4.0125, -2.6947], [-2.0546, 3.6460, -4.1683], [-0.3562, 3.8054, -4.2434], [-1.7302, 1.6655, -2.6458], [-0.2882, 1.5775, -5.3356], [-2.0505, 1.2522, -4.9834], [-0.7459, 0.1034, -4.5157], [0.9885, 1.9555, -3.3429]], "charge": 0, "total_energy_ev": -157179.1948, "max_force_ev_per_a": 2.7}